Record 1
The following is a DFT calculation (ωB97M-V/def2-TZVPD) of a structure of composition C22H39KN4OSb.

Summary:
HOMO-LUMO gap: 8.24 eV
Max |F|: 0.69 eV Å⁻¹
Charge: +1

Atoms and positions in Å:
Sb -0.622 1.813 -0.555
K 0.717 -1.254 -0.524
O 3.741 -8.004 0.236
N -2.826 -2.311 2.430
N 2.552 -3.213 -0.360
N -1.218 -1.964 0.956
N 5.736 -7.066 0.727
C -2.785 -3.426 1.632
C 4.430 -7.016 0.376
C 0.586 2.896 0.950
C 2.581 -5.608 -0.465
C -2.744 4.209 -0.648
C -1.870 -1.467 1.987
C -2.636 2.702 -0.430
C 3.757 -3.260 0.213
C 0.110 2.343 -2.577
C -3.169 2.353 0.960
C 0.296 4.388 1.088
C -0.492 1.276 -3.495
C -0.280 3.731 -3.078
C 0.275 2.181 2.269
C 3.833 -5.644 0.129
C 1.632 2.201 -2.618
C 2.069 2.692 0.644
C 4.431 -4.441 0.471
C 1.989 -4.382 -0.691
C -3.742 -2.067 3.541
C -1.791 -3.199 0.729
C -3.475 1.976 -1.483
H 1.025 4.839 1.775
H 6.325 -6.258 0.789
H -3.396 0.888 -1.401
H -3.449 -4.263 1.774
H -3.093 1.282 1.172
H -4.355 -2.951 3.687
H 2.136 3.042 -2.148
H 0.861 2.636 3.078
H -1.464 -3.852 -0.065
H -1.582 1.279 -3.492
H 4.206 -2.310 0.483
H -1.352 3.808 -3.260
H 0.543 1.121 2.230
H -4.531 2.242 -1.349
H 2.314 1.652 0.401
H -2.197 4.782 0.095
H 6.142 -7.972 0.886
H -4.230 2.627 1.018
H 2.096 -6.537 -0.733
H -1.687 -0.503 2.441
H 1.991 1.284 -2.138
H 2.659 2.962 1.529
H -4.392 -1.223 3.323
H -0.163 1.453 -4.527
H -0.692 4.570 1.509
H 1.009 -4.336 -1.160
H 0.222 3.929 -4.035
H 0.010 4.523 -2.385
H -3.197 2.268 -2.497
H -0.777 2.251 2.548
H 1.961 2.166 -3.663
H 0.369 4.919 0.137
H -0.164 0.268 -3.223
H -2.652 2.903 1.749
H 2.411 3.320 -0.176
H -2.404 4.516 -1.633
H 5.398 -4.389 0.955
H -3.187 -1.872 4.455
H -3.801 4.497 -0.566

=====

Record 2
The following is a DFT calculation (ωB97M-V/def2-TZVPD) of a structure of composition C22H39MnN3O2SSbSi3 at a distorted geometry.

Summary:
⟨S²⟩: 1.102
Energy relative to the best compared isomer or geometry (same formula, charge and spin): 25.80 kJ/mol
Spin multiplicity: 2
HOMO-LUMO gap (alpha / beta): 7.05 / 7.06 eV
Max |F|: 2.91 eV Å⁻¹
Charge: -1

Atoms and positions in Å:
Sb -0.055 1.015 1.067
Mn 0.231 -2.135 -0.167
S 1.334 -3.945 3.857
Si -1.888 1.294 -0.765
Si -1.658 -0.076 2.805
Si -0.154 3.381 2.049
O 0.848 -0.407 -1.316
O -0.491 -4.056 -0.293
N 2.098 -1.854 -2.592
N 1.512 -2.820 -1.808
N 1.140 -2.339 1.596
C -3.363 2.323 -0.124
C 1.304 -5.147 -1.377
C 3.007 2.802 -2.904
C 0.227 -5.088 -0.513
C 3.517 2.683 -4.190
C 3.454 1.459 -4.842
C 2.427 1.708 -2.284
C -2.365 -1.679 2.060
C -1.673 4.333 2.677
C 2.880 -4.316 -3.151
C -1.398 2.178 -2.370
C -0.625 -0.545 4.323
C -0.192 -6.357 0.200
C 1.212 -3.036 2.541
C 0.981 3.250 3.569
C 1.711 -0.671 -2.247
C 2.353 0.479 -2.936
C 0.720 4.557 0.836
C 1.859 -4.048 -2.076
C -3.132 0.918 3.495
C 2.882 0.362 -4.219
C -2.667 -0.363 -1.304
H -1.351 5.276 3.126
H -4.196 2.288 -0.833
H 3.182 -5.362 -3.152
H -0.815 3.084 -2.192
H 2.024 1.792 -1.282
H 3.750 -3.678 -3.005
H -3.795 0.268 4.072
H -0.961 -6.877 -0.376
H 2.457 -4.067 -4.126
H -1.703 -2.087 1.289
H -3.074 3.369 0.005
H -3.726 1.391 2.714
H -2.301 2.453 -2.923
H -3.344 -1.532 1.601
H 3.857 1.364 -5.844
H -2.379 4.562 1.875
H 2.827 -0.597 -4.718
H 0.465 2.741 4.388
H 1.299 4.232 3.928
H -3.607 -0.583 -0.796
H 1.875 2.668 3.333
H 3.061 3.752 -2.385
H 0.893 5.534 1.292
H -2.854 -0.354 -2.380
H 1.752 -6.118 -1.540
H 1.688 4.145 0.538
H 0.335 -0.965 4.017
H -3.725 1.959 0.837
H -2.005 -1.209 -1.124
H 3.951 3.545 -4.684
H 0.660 -7.021 0.335
H -1.133 -1.293 4.935
H -2.774 1.708 4.159
H -2.459 -2.456 2.821
H -0.798 1.518 -2.992
H -2.206 3.760 3.437
H -0.427 0.329 4.950
H -0.608 -6.103 1.174
H 0.128 4.705 -0.071

=====

Record 3
The following is a DFT calculation (ωB97M-V/def2-TZVPD) of a structure of composition C22H39N2O2P3Pt at a distorted geometry.

Summary:
⟨S²⟩: 6.011
Energy relative to the best compared isomer or geometry (same formula, charge and spin): 80.08 kJ/mol
Spin multiplicity: 5
HOMO-LUMO gap (alpha / beta): 6.67 / 3.74 eV
Max |F|: 10.04 eV Å⁻¹
Charge: +4

Atoms and positions in Å:
Pt -1.747 -1.572 -1.339
P -1.855 0.518 3.204
P 0.004 -3.456 -0.567
P 1.902 1.520 -2.800
O -0.064 -1.299 1.811
O 1.748 -0.860 -1.137
N 3.674 4.130 2.947
N 1.247 1.350 1.014
C -0.596 0.974 4.398
C -2.201 -0.005 -2.648
C 0.618 -4.167 -2.157
C 1.472 0.032 -1.837
C 3.235 1.854 2.275
C 1.722 1.004 -4.520
C 2.882 3.224 2.319
C -3.227 -2.237 -2.710
C -3.589 -0.771 -0.770
C -0.967 -0.615 2.096
C -1.148 -4.770 0.031
C 1.681 3.621 1.690
C 0.772 2.874 -2.466
C -2.416 -1.242 -3.314
C 1.449 -3.643 0.548
C 0.907 2.645 1.058
C -2.822 0.248 -1.396
C 2.388 0.966 1.611
C -3.825 -1.999 -1.445
C -3.209 -0.484 3.844
C -2.515 1.923 2.301
C 3.590 1.835 -2.271
H 1.131 -3.520 1.589
H 1.541 -3.639 -2.434
H -4.357 -2.813 -0.950
H -2.824 -1.355 4.400
H 4.063 2.571 -2.935
H 1.934 -4.625 0.435
H 2.639 -0.094 1.561
H -3.838 -0.853 3.015
H 3.430 5.109 2.980
H 2.069 1.822 -5.176
H 3.596 2.217 -1.242
H -0.143 -3.994 -2.932
H -3.924 -0.650 0.258
H -3.301 -3.230 -3.161
H 0.122 0.155 4.541
H -3.129 2.509 3.012
H -0.043 1.854 4.045
H -0.237 2.503 -2.218
H -2.017 -4.817 -0.642
H -2.573 1.157 -0.846
H -1.710 2.566 1.907
H 1.136 3.491 -1.630
H -0.661 -5.758 0.083
H -0.026 2.924 0.559
H 0.712 3.509 -3.368
H 0.825 -5.246 -2.074
H 4.171 0.902 -2.295
H 4.149 1.494 2.746
H -3.148 1.586 1.462
H -1.479 0.704 -3.057
H -3.823 0.139 4.518
H 0.661 0.787 -4.739
H 4.535 3.853 3.397
H -1.071 1.208 5.360
H -1.878 -1.485 -4.234
H 1.362 4.663 1.692
H -1.487 -4.479 1.037
H 2.312 0.095 -4.727
H 2.169 -2.857 0.295

=====

Record 4
The following is a DFT calculation (ωB97M-V/def2-TZVPD) of a structure of composition C22H39N4NbO8P at a distorted geometry.

Summary:
Energy relative to the best compared isomer or geometry (same formula, charge and spin): 59.37 kJ/mol
HOMO-LUMO gap: 5.28 eV
Max |F|: 1.77 eV Å⁻¹
Charge: -1

Atoms and positions in Å:
Nb -0.583 -3.485 1.192
P 2.528 -1.120 -1.571
O 3.344 -0.016 -0.720
O 0.585 2.647 2.206
O 0.872 2.981 4.320
O -4.162 -2.309 1.364
O 3.384 -1.659 -2.630
O 1.295 -0.353 -2.249
O -4.921 -0.986 -2.938
O -5.898 0.762 -3.750
N 1.121 3.194 3.150
N -2.851 -0.061 1.357
N -1.104 -3.754 4.148
N -4.920 0.065 -3.543
C -3.439 -2.166 0.138
C 0.490 0.673 -0.076
C -1.159 1.382 -4.930
C 1.944 -2.485 -0.510
C 0.758 0.804 -1.576
C -3.528 1.733 -4.710
C 2.165 4.186 2.844
C 3.459 5.375 1.236
C -1.263 0.183 -4.239
C 4.296 -0.575 0.196
C 3.831 -0.467 1.624
C -2.809 -0.749 0.059
C 4.140 6.008 2.267
C -2.289 2.157 -5.162
C 2.464 4.456 1.522
C 3.822 5.727 3.588
C -3.613 0.533 -4.032
C -2.498 -0.249 -3.786
C -2.446 -3.299 -0.104
C -1.705 -4.372 2.938
C 2.826 4.810 3.883
C 0.502 -2.896 -0.766
H 1.259 1.189 0.466
H 1.934 3.957 0.725
H 2.763 -0.602 1.697
H 4.065 0.502 2.047
H 5.212 -0.014 0.064
H 1.025 -3.537 2.115
H -1.785 -0.839 -0.274
H -2.158 0.680 1.363
H -0.609 -2.909 3.873
H 0.363 -0.346 0.263
H 1.376 1.672 -1.767
H 4.352 6.220 4.391
H -0.187 1.002 -2.066
H -2.768 -4.152 2.896
H 2.574 4.585 4.908
H -4.975 -2.785 1.134
H 2.597 -3.324 -0.683
H -4.176 -2.214 -0.664
H -3.001 -4.231 0.021
H -0.382 -0.416 -4.051
H 4.310 -1.215 2.238
H -0.630 -1.725 1.767
H 0.441 -3.668 -1.519
H -0.416 -4.391 4.525
H 3.707 5.594 0.206
H -3.745 0.406 1.437
H -0.439 1.183 0.137
H -0.194 1.716 -5.286
H -2.584 -1.178 -3.241
H 2.094 -2.208 0.524
H -4.410 2.331 -4.884
H -2.116 -3.252 -1.137
H -2.205 3.093 -5.696
H -1.624 -5.450 2.988
H 4.521 -1.601 -0.073
H -0.094 -2.075 -1.147
H -0.257 -5.207 0.594
H 4.922 6.720 2.040
H -3.396 -0.187 -0.666

=====

Among the records above, which one has the lowest max |F|?
C22H39KN4OSb